ORCA calculation (wB97M-V/def2-TZVPD) on a 2-piece molecular cluster, C7H16O8P2S overall.

As for the total energy: -1959.160664 hartree. The calculation puts the HOMO energy at -0.3308 hartree. For the LUMO energy, the calculation gives -0.1 eV. Its HOMO-LUMO gap is 8.93 eV. The SMILES is CS(=O)(=O)C(=O)OCPP(=O)(O)O.C1CCOC1.

The geometry in ORCA input format:
```
! wB97M-V def2-TZVPD RIJCOSX def2/J DEFGRID3
* xyz 0 1
C -3.16 2.87 3.02
S -1.48 3.30 3.39
O -1.48 4.23 4.48
O -0.77 3.61 2.19
C -0.87 1.69 4.09
O -1.36 1.29 5.10
O 0.10 1.12 3.38
C 0.11 -0.32 3.41
P 0.63 -0.96 1.75
P -0.98 -0.58 0.34
O -0.47 -1.04 -0.95
O -1.36 0.95 0.48
O -2.38 -1.26 0.78
H -3.27 2.84 1.94
H -3.42 1.93 3.48
H -3.77 3.67 3.44
H -0.82 -0.71 3.82
H 0.91 -0.64 4.09
H 0.37 -2.33 1.97
H -2.30 1.13 0.38
H -2.26 -2.18 1.06
C 1.86 -1.34 -5.00
C 1.56 -0.58 -3.71
C 1.96 -1.60 -2.65
O 3.03 -2.36 -3.23
C 3.13 -2.09 -4.62
H 2.00 -0.69 -5.87
H 1.05 -2.04 -5.22
H 2.19 0.31 -3.64
H 0.52 -0.27 -3.61
H 1.13 -2.27 -2.42
H 2.31 -1.14 -1.73
H 4.02 -1.48 -4.81
H 3.24 -3.04 -5.16
*
```